1.
{"formula": "C27H33BrFN6O10SW", "method": "ωB97M-V with the def2-TZVPD basis set", "elements": ["W", "Br", "C", "C", "C", "C", "C", "N", "C", "O", "O", "H", "H", "H", "C", "C", "N", "C", "C", "C", "C", "N", "H", "H", "H", "H", "H", "H", "H", "H", "H", "H", "H", "H", "H", "H", "F", "C", "C", "N", "C", "C", "O", "O", "C", "O", "N", "C", "O", "H", "H", "H", "H", "N", "C", "C", "C", "C", "C", "C", "S", "O", "O", "O", "H", "H", "H", "H", "H", "H", "C", "O", "C", "C", "H", "H", "H", "H", "H", "H"], "positions_angstrom": [[-0.78, 0.28, -0.22], [-1.59, -4.13, 0.33], [-2.09, -3.39, -1.33], [-2.82, -4.19, -2.20], [-3.15, -3.68, -3.44], [-2.72, -2.41, -3.78], [-2.00, -1.69, -2.84], [-1.71, -2.15, -1.61], [-1.46, -0.34, -3.19], [-1.53, 0.11, -4.30], [-0.82, 0.26, -2.19], [-3.10, -5.19, -1.90], [-3.72, -4.28, -4.14], [-2.91, -1.96, -4.74], [3.02, -3.14, 0.84], [2.42, -3.33, -0.55], [2.71, -2.21, -1.45], [3.88, -2.37, -2.32], [3.56, -3.16, -3.58], [1.94, -1.11, -1.46], [2.25, -0.05, -2.47], [0.96, -0.95, -0.61], [2.82, -4.02, 1.45], [2.59, -2.28, 1.35], [4.10, -3.01, 0.78], [1.34, -3.48, -0.50], [2.83, -4.22, -1.02], [4.63, -2.90, -1.73], [4.30, -1.40, -2.56], [3.16, -4.14, -3.35], [4.46, -3.30, -4.17], [2.83, -2.64, -4.20], [2.47, -0.47, -3.45], [3.13, 0.52, -2.15], [1.39, 0.61, -2.58], [0.90, -1.69, 0.08], [-3.14, 1.38, -1.84], [-2.79, 1.29, -0.53], [-2.96, 0.06, 0.14], [-3.36, 0.05, 1.48], [-3.06, -1.16, 2.22], [-1.57, -1.52, 2.21], [-1.10, -2.18, 3.09], [-0.80, -1.15, 1.17], [-3.82, 1.17, 2.13], [-4.24, 1.17, 3.27], [-3.71, 2.37, 1.41], [-3.10, 2.55, 0.20], [-2.86, 3.64, -0.28], [-3.27, -0.80, -0.44], [-3.60, -2.01, 1.79], [-3.37, -1.04, 3.25], [-4.01, 3.19, 1.91], [-0.26, 2.46, -1.06], [0.43, 3.21, -0.09], [0.03, 4.44, 0.33], [0.56, 4.91, 1.54], [1.54, 4.23, 2.27], [2.07, 3.09, 1.76], [1.43, 2.41, 0.62], [1.89, 4.69, 3.99], [0.76, 3.98, 4.58], [3.18, 4.10, 4.23], [1.79, 6.12, 3.99], [-1.10, 2.94, -1.40], [0.31, 2.21, -1.86], [-0.76, 4.98, -0.18], [0.20, 5.85, 1.96], [2.90, 2.63, 2.27], [2.16, 1.98, -0.06], [-0.95, 1.66, 3.04], [-0.68, 1.56, 1.59], [0.61, 1.17, 1.17], [1.43, 0.34, 2.13], [-0.17, 2.28, 3.49], [-0.96, 0.66, 3.47], [-1.90, 2.15, 3.15], [1.62, 0.89, 3.06], [2.40, 0.14, 1.67], [0.96, -0.60, 2.38]], "max_force_ev_per_a": 0.200, "e_above_lowest_ev": 0.000, "e_lumo_ev": -5.4, "total_charge": 1, "molar_mass_g_mol": 916.4, "gap_ev": 5.822}



2.
{"formula": "C27H33BrMnN3O6S", "method": "ωB97M-V with the def2-TZVPD basis set", "elements": ["Mn", "C", "C", "C", "C", "C", "C", "C", "Br", "C", "O", "C", "C", "C", "C", "C", "C", "H", "H", "H", "H", "H", "H", "H", "H", "H", "H", "H", "H", "H", "H", "H", "H", "H", "H", "H", "H", "O", "S", "O", "O", "O", "C", "C", "C", "C", "C", "N", "C", "O", "N", "C", "C", "C", "C", "N", "C", "C", "C", "H", "H", "H", "H", "H", "H", "H", "H", "H", "H", "H", "H", "H"], "positions_angstrom": [[-1.74, 0.36, 0.87], [4.47, -4.60, 2.36], [4.59, -3.42, 1.39], [5.81, -2.59, 1.78], [4.80, -3.95, -0.04], [3.30, -2.60, 1.44], [3.26, -1.28, 1.83], [2.05, -0.60, 1.85], [2.09, 1.21, 2.43], [0.84, -1.19, 1.48], [-0.29, -0.47, 1.55], [0.86, -2.55, 1.10], [2.09, -3.20, 1.08], [-0.42, -3.28, 0.70], [-1.02, -2.63, -0.56], [-1.41, -3.28, 1.87], [-0.17, -4.75, 0.34], [5.39, -5.20, 2.33], [3.64, -5.26, 2.10], [4.32, -4.26, 3.38], [6.70, -3.21, 1.72], [5.73, -2.21, 2.80], [5.95, -1.74, 1.11], [5.73, -4.53, -0.08], [4.87, -3.13, -0.75], [3.99, -4.61, -0.35], [4.15, -0.75, 2.13], [2.11, -4.24, 0.79], [-1.20, -1.57, -0.44], [-1.98, -3.09, -0.81], [-0.34, -2.76, -1.40], [-1.71, -2.27, 2.17], [-0.96, -3.77, 2.74], [-2.31, -3.83, 1.60], [0.50, -4.86, -0.51], [-1.12, -5.21, 0.08], [0.25, -5.31, 1.18], [-3.84, 1.45, 1.82], [-4.07, 0.43, 0.79], [-5.40, 0.11, 0.41], [-3.13, 0.85, -0.37], [-3.21, -0.78, 1.25], [-5.75, 3.75, -1.65], [-4.36, 3.66, -2.21], [-3.42, 4.67, -2.01], [-2.12, 4.56, -2.48], [-1.72, 3.41, -3.15], [-0.39, 3.20, -3.61], [0.77, 3.80, -3.20], [1.72, 3.93, -3.94], [0.84, 4.29, -1.89], [0.27, 3.81, -0.71], [0.25, 4.65, 0.40], [-0.30, 4.22, 1.59], [-0.85, 2.95, 1.65], [-0.82, 2.14, 0.59], [-0.28, 2.54, -0.57], [-2.65, 2.40, -3.38], [-3.95, 2.54, -2.93], [-5.95, 4.75, -1.27], [-5.89, 3.04, -0.83], [-6.49, 3.51, -2.41], [-3.71, 5.56, -1.47], [-1.42, 5.37, -2.32], [-0.30, 2.81, -4.53], [1.65, 4.88, -1.78], [0.66, 5.65, 0.32], [-0.33, 4.85, 2.46], [-1.30, 2.57, 2.56], [-0.29, 1.84, -1.38], [-2.34, 1.50, -3.88], [-4.65, 1.72, -3.09]], "max_force_ev_per_a": 1.097, "e_above_lowest_ev": 1.080, "e_lumo_ev": [-1.4, -0.8], "multiplicity": 5, "molar_mass_g_mol": 662.5, "gap_ev": [6.887, 7.619]}



3.
{"formula": "C27H34CaCl3N4O8S4", "method": "ωB97M-V with the def2-TZVPD basis set", "elements": ["Ca", "C", "C", "S", "C", "C", "S", "C", "C", "S", "H", "H", "H", "H", "H", "H", "H", "H", "H", "H", "H", "H", "Cl", "C", "Cl", "H", "H", "C", "N", "C", "C", "C", "N", "C", "O", "N", "H", "H", "H", "H", "H", "H", "H", "O", "C", "O", "C", "C", "C", "C", "O", "C", "O", "C", "C", "H", "H", "H", "H", "H", "N", "C", "C", "C", "C", "C", "C", "S", "O", "O", "O", "H", "H", "H", "H", "H", "H", "Cl", "C", "H", "H"], "positions_angstrom": [[0.94, 0.07, 0.69], [2.07, 3.34, -0.56], [2.15, 2.74, -1.96], [1.63, 1.00, -2.13], [3.22, 0.18, -2.52], [3.53, -1.05, -1.68], [3.59, -0.87, 0.17], [4.84, 0.44, 0.21], [4.42, 1.93, 0.16], [2.77, 2.36, 0.79], [1.04, 3.49, -0.25], [2.51, 4.34, -0.57], [3.15, 2.80, -2.37], [1.50, 3.33, -2.62], [4.01, 0.92, -2.40], [3.19, -0.08, -3.58], [4.48, -1.48, -2.04], [2.77, -1.82, -1.81], [5.52, 0.25, -0.62], [5.37, 0.25, 1.14], [5.14, 2.50, 0.75], [4.49, 2.31, -0.86], [-1.13, -1.96, -3.46], [0.48, -2.65, -3.58], [0.47, -4.42, -3.61], [1.04, -2.34, -2.70], [0.94, -2.30, -4.49], [-2.29, 3.29, 2.88], [-2.49, 2.06, 2.10], [-3.68, 1.44, 2.00], [-3.86, 0.31, 1.28], [-2.71, -0.20, 0.60], [-1.55, 0.41, 0.69], [-1.39, 1.52, 1.46], [-0.27, 2.01, 1.60], [-2.77, -1.30, -0.18], [-3.25, 3.60, 3.28], [-1.89, 4.09, 2.26], [-1.59, 3.09, 3.69], [-4.50, 1.91, 2.54], [-4.82, -0.17, 1.22], [-3.56, -1.92, -0.10], [-1.88, -1.68, -0.50], [0.24, -1.79, 2.02], [0.09, -2.51, 1.01], [0.20, -2.06, -0.18], [-0.29, -3.95, 1.19], [-0.52, -4.76, 0.09], [-0.88, -6.10, 0.22], [-0.98, -6.58, 1.51], [-1.32, -7.84, 1.91], [-1.22, -7.84, 3.34], [-0.93, -6.51, 3.76], [-0.75, -5.78, 2.61], [-0.40, -4.46, 2.49], [-0.41, -4.32, -0.90], [-1.07, -6.74, -0.63], [-0.41, -8.51, 3.64], [-2.17, -8.16, 3.77], [-0.20, -3.82, 3.34], [-2.30, 0.99, -2.97], [-2.22, 2.26, -2.41], [-1.24, 3.16, -2.82], [-1.07, 4.36, -2.14], [-1.87, 4.68, -1.05], [-2.89, 3.82, -0.70], [-3.08, 2.62, -1.37], [-1.50, 6.13, -0.07], [-0.11, 5.91, 0.31], [-2.43, 6.04, 1.05], [-1.71, 7.28, -0.93], [-2.00, 0.87, -3.92], [-3.10, 0.44, -2.72], [-0.60, 2.91, -3.65], [-0.29, 5.05, -2.44], [-3.54, 4.10, 0.12], [-3.88, 1.94, -1.09], [2.25, 0.44, 3.46], [3.53, -0.71, 2.77], [3.09, -1.69, 2.97], [4.37, -0.59, 3.47]], "max_force_ev_per_a": 0.831, "e_above_lowest_ev": 0.276, "e_lumo_ev": 1.9, "total_charge": -1, "molar_mass_g_mol": 817.3, "gap_ev": 5.623}